# 1
The following is a quantum chemistry calculation of a structure of composition C12H27BHgN4NbO at a distorted geometry, from OMol25.

Results
Multiplicity: 2
Expectation value of S²: 0.78
Maximum force (eV/Å): 6.93
Energy above the lowest of the compared OMol25 structures with the same formula, charge and spin (kcal per mole): 0.0
HOMO-LUMO gap (alpha / beta) (Ha): 0.2398 / 0.1772
Total charge: +2

```
47
Properties=species:S:1:pos:R:3:lowdin_spin:R:1
N 2.075 -0.663 -0.019 0.0608
C 3.107 -1.372 0.387 -0.0050
O 3.631 -1.448 1.495 -0.0160
Hg 4.148 -0.647 -1.651 0.0781
Nb 0.291 -0.007 0.011 -0.0673
N -0.735 -1.595 -0.679 0.0200
N -0.139 1.797 -0.829 0.6027
C -0.353 -3.017 -0.836 0.0015
C 0.240 3.137 -0.313 0.0561
C 0.707 -3.177 -1.911 0.0012
C -1.496 -3.953 -1.239 0.0002
C 0.225 -3.480 0.491 0.0014
C 0.279 4.192 -1.423 0.0206
C -0.741 3.634 0.766 0.0528
C 1.617 3.074 0.317 0.0067
H 0.304 -2.902 -2.888 0.0000
H 1.015 -4.233 -1.922 0.0002
H 1.593 -2.570 -1.714 0.0006
H -2.317 -4.019 -0.520 0.0000
H -1.122 -4.978 -1.357 0.0000
H -1.931 -3.708 -2.206 0.0000
H 1.168 -2.973 0.714 0.0001
H 0.450 -4.552 0.437 0.0000
H -0.469 -3.290 1.312 0.0000
H 0.840 3.827 -2.276 0.0006
H 0.765 5.114 -1.084 0.0012
H -0.692 4.484 -1.809 0.0001
H -1.743 3.838 0.367 0.0026
H -0.407 4.589 1.210 0.0047
H -0.831 2.944 1.619 -0.0006
H 1.651 2.507 1.264 0.0000
H 1.971 4.092 0.544 0.0008
H 2.311 2.581 -0.367 -0.0001
C -1.257 1.853 -1.747 0.0832
H -1.522 0.861 -2.136 -0.0007
H -2.103 2.305 -1.185 0.0383
H -1.038 2.544 -2.556 0.0221
C -2.171 -1.314 -0.757 0.0017
H -2.799 -1.962 -0.119 0.0008
H -2.402 -0.295 -0.431 -0.0002
H -2.524 -1.404 -1.791 0.0006
B 0.096 0.026 4.631 0.0078
C 0.161 0.016 3.126 0.0006
N 0.090 0.035 1.929 0.0104
H 1.015 -0.543 5.225 0.0055
H -0.977 -0.546 4.884 -0.0005
H 0.019 1.196 5.034 0.0062
```

# 2
The following is a quantum chemistry calculation of a structure of composition CH10NO2 at a distorted geometry, from OMol25.

Results
Multiplicity: 1
Maximum force (eV/Å): 1.35
Energy above the lowest of the compared OMol25 structures with the same formula, charge and spin (kcal per mole): 198.9
HOMO-LUMO gap (Ha): 0.1754
Total charge: +1

```
14
Properties=species:S:1:pos:R:3:nbo_charge:R:1
C 0.480 -0.150 2.367 -0.7471
N 0.163 0.015 -1.987 -0.5052
H 1.336 0.516 2.519 0.2392
H 0.165 -0.609 3.297 0.2427
H 0.848 -0.891 1.615 0.2516
H -0.313 0.449 1.922 0.2422
H 0.972 0.408 -2.487 0.4089
H -0.392 -0.592 -2.609 0.4048
H 0.452 -0.697 -1.040 0.3590
H 0.651 -2.308 -0.520 0.5172
O 0.633 -1.380 -0.171 -0.5233
H -1.291 2.484 -0.209 0.4898
H -0.795 1.119 -0.758 0.4621
O -1.341 1.524 -0.049 -0.8420
```

# 3
The following is a quantum chemistry calculation of a structure of composition C36H39CdClP2 at a distorted geometry, from OMol25.

Results
Multiplicity: 1
Maximum force (eV/Å): 3.87
Energy above the lowest of the compared OMol25 structures with the same formula, charge and spin (kcal per mole): 38.6
HOMO-LUMO gap (alpha / beta) (Ha): 0.1798 / 0.2027
Total charge: 0

```
79
Properties=species:S:1:pos:R:3:mulliken_charge:R:1
Cd -1.214 -1.270 -0.818 0.9169
C 1.686 1.712 -2.519 -0.1627
C 2.375 1.477 -1.393 -0.5437
C 2.985 2.551 -0.538 -1.3887
C 2.053 3.695 -0.153 -1.4100
C 0.610 3.253 -0.157 0.4872
C -0.176 3.213 -1.192 -0.2380
C 0.189 3.703 -2.583 -1.1194
C 1.520 3.088 -3.068 -1.0585
C -2.083 -2.145 1.473 -1.4524
H 1.363 0.939 -3.233 0.4907
H 2.813 0.491 -1.253 1.2525
H 3.834 2.947 -1.107 0.6418
H 3.388 2.154 0.403 0.1026
H 2.296 4.083 0.845 0.4903
H 2.181 4.582 -0.798 0.2307
H 0.181 3.171 0.867 0.8680
H -1.270 3.244 -1.076 -0.1717
H 0.221 4.818 -2.562 0.4087
H -0.611 3.422 -3.298 0.3338
H 1.511 3.049 -4.167 0.5068
H 2.364 3.747 -2.789 0.2364
H -2.851 -2.777 0.956 0.5219
H -2.637 -1.839 2.401 0.5135
H -1.392 -2.919 1.865 0.3209
P 1.404 -1.360 -0.146 0.6144
P -1.804 -0.071 1.540 1.5967
C 1.075 0.140 0.799 -0.5043
C -0.137 0.625 1.325 -0.6919
C 2.652 -2.283 0.655 -0.1057
C 3.864 -1.614 0.927 0.0315
C 4.898 -2.320 1.526 -0.7259
C 4.688 -3.679 1.879 -0.5134
C 3.454 -4.326 1.650 -0.5529
C 2.413 -3.637 1.032 -0.1488
C 1.474 -1.506 -1.932 1.7096
C 0.357 -1.115 -2.750 -1.5092
C 0.319 -1.513 -4.097 -0.4379
C 1.336 -2.326 -4.615 -0.7611
C 2.420 -2.741 -3.810 -0.5487
C 2.487 -2.346 -2.468 -1.1556
C -2.192 0.453 3.252 0.0389
C -1.384 -0.109 4.257 -0.2658
C -1.732 0.061 5.597 -0.6545
C -2.848 0.849 5.928 -0.4614
C -3.599 1.485 4.931 -0.6570
C -3.277 1.293 3.578 -0.4324
C -3.102 0.714 0.468 0.1017
C -4.151 -0.121 0.023 -0.6985
C -5.052 0.308 -0.947 -0.6109
C -4.938 1.585 -1.514 -0.5215
C -3.935 2.460 -1.050 -0.5544
C -3.042 2.038 -0.049 -0.7500
H 1.986 0.675 1.121 0.4891
H 0.021 1.571 1.846 0.8279
H 3.969 -0.560 0.665 0.1789
H 5.853 -1.824 1.744 0.4031
H 5.487 -4.212 2.383 0.3630
H 3.319 -5.370 1.979 0.3935
H 1.444 -4.092 0.833 0.2529
H -0.425 -0.437 -2.395 0.3115
H -0.498 -1.186 -4.741 0.4389
H 1.279 -2.656 -5.653 0.3744
H 3.230 -3.357 -4.241 0.3565
H 3.312 -2.664 -1.836 0.4533
H -0.495 -0.685 3.972 0.3577
H -1.140 -0.410 6.381 0.3872
H -3.124 0.962 6.979 0.3621
H -4.434 2.127 5.205 0.3943
H -3.857 1.787 2.791 0.3381
H -4.228 -1.125 0.415 0.3798
H -5.861 -0.359 -1.278 0.3805
H -5.614 1.893 -2.321 0.3792
H -3.868 3.486 -1.486 0.3664
H -2.289 2.728 0.340 0.8931
Cl -1.100 -4.865 -0.142 -0.2392
C -1.265 -3.485 -1.157 -1.2993
H -0.454 -3.650 -1.859 0.3098
H -2.229 -3.625 -1.640 0.5383
```

# 4
The following is a quantum chemistry calculation of an isolated molecule of C3H7N3O2 at a distorted geometry, from OMol25.

Results
Multiplicity: 1
Maximum force (eV/Å): 6.75
SMILES: NC(=O)C/N=C\NO
Energy above the lowest of the compared OMol25 structures with the same formula, charge and spin (kcal per mole): 134.1
HOMO-LUMO gap (Ha): 0.3473
Total charge: 0

```
15
Properties=species:S:1:pos:R:3:nbo_charge:R:1
N 0.054 0.166 1.781 -0.9293
C 0.769 1.252 1.094 0.6969
O 1.960 1.616 1.229 -0.5533
C -0.239 1.664 -0.121 -0.3185
N 0.045 0.614 -1.258 -0.4840
C -0.305 -0.536 -1.478 0.2735
N -0.935 -1.348 -0.578 -0.3842
O -0.804 -2.725 -0.920 -0.5748
H -1.007 -0.047 1.791 0.4022
H 0.366 -0.449 2.621 0.4093
H -0.384 2.719 -0.282 0.2329
H -1.296 1.557 0.335 0.1776
H -0.083 -0.952 -2.549 0.1865
H -0.687 -1.365 0.465 0.3975
H -1.648 -2.893 -1.437 0.4676
```

# 5
The following is a quantum chemistry calculation of a structure of composition C3H9NO at a distorted geometry, from OMol25.

Results
Multiplicity: 1
Maximum force (eV/Å): 4.86
Energy above the lowest of the compared OMol25 structures with the same formula, charge and spin (kcal per mole): 139.6
HOMO-LUMO gap (Ha): 0.3394
Total charge: 0

```
14
Properties=species:S:1:pos:R:3:nbo_charge:R:1
C 1.275 1.544 0.822 -0.4544
N 0.730 0.987 -0.379 -0.5497
C 0.258 -0.880 -0.322 -0.3860
C -1.232 -0.578 -0.491 -0.0813
O -1.950 -1.817 -0.692 -0.7267
H 0.856 2.492 1.029 0.2174
H 2.400 1.791 0.820 0.1584
H 1.179 0.860 1.719 0.1884
H 1.108 -0.061 -0.775 0.3437
H 0.659 -1.735 -0.812 0.2435
H 0.566 -1.186 0.774 0.2082
H -1.496 -0.161 0.437 0.1697
H -1.399 0.255 -1.230 0.1983
H -2.954 -1.510 -0.900 0.4705
```

# 6
The following is a quantum chemistry calculation of an isolated molecule of C5H11ClO at a distorted geometry, from OMol25.

Results
Multiplicity: 1
Maximum force (eV/Å): 12.17
SMILES: CC(C)(CO)CCl
Energy above the lowest of the compared OMol25 structures with the same formula, charge and spin (kcal per mole): 86.5
HOMO-LUMO gap (Ha): 0.4082
Total charge: 0

```
18
Properties=species:S:1:pos:R:3:nbo_charge:R:1
C -0.606 -1.976 -0.159 -0.6232
C 0.107 -0.689 -0.207 -0.1008
C 1.655 -0.899 -0.377 -0.5832
C -0.383 0.199 -1.423 -0.0322
O -1.789 0.158 -1.488 -0.7086
C -0.265 0.055 1.043 -0.3463
Cl 0.677 1.595 1.379 -0.1091
H -0.635 -2.501 -1.170 0.2200
H -1.768 -1.981 -0.113 0.2448
H -0.099 -2.634 0.325 0.2024
H 1.983 -0.020 -0.527 0.2046
H 2.102 -1.442 0.622 0.2087
H 1.871 -1.198 -1.317 0.2147
H -0.173 1.068 -1.302 0.1516
H -0.012 -0.244 -2.259 0.1504
H -2.101 0.762 -1.947 0.4476
H -0.009 -0.728 1.750 0.2088
H -1.405 0.408 1.141 0.2497
```

Please write out number 6 again, unchanged.
The following is a quantum chemistry calculation of an isolated molecule of C5H11ClO at a distorted geometry, from OMol25.

Results
Multiplicity: 1
Maximum force (eV/Å): 12.17
SMILES: CC(C)(CO)CCl
Energy above the lowest of the compared OMol25 structures with the same formula, charge and spin (kcal per mole): 86.5
HOMO-LUMO gap (Ha): 0.4082
Total charge: 0

```
18
Properties=species:S:1:pos:R:3:nbo_charge:R:1
C -0.606 -1.976 -0.159 -0.6232
C 0.107 -0.689 -0.207 -0.1008
C 1.655 -0.899 -0.377 -0.5832
C -0.383 0.199 -1.423 -0.0322
O -1.789 0.158 -1.488 -0.7086
C -0.265 0.055 1.043 -0.3463
Cl 0.677 1.595 1.379 -0.1091
H -0.635 -2.501 -1.170 0.2200
H -1.768 -1.981 -0.113 0.2448
H -0.099 -2.634 0.325 0.2024
H 1.983 -0.020 -0.527 0.2046
H 2.102 -1.442 0.622 0.2087
H 1.871 -1.198 -1.317 0.2147
H -0.173 1.068 -1.302 0.1516
H -0.012 -0.244 -2.259 0.1504
H -2.101 0.762 -1.947 0.4476
H -0.009 -0.728 1.750 0.2088
H -1.405 0.408 1.141 0.2497
```

> Look up the total charge of the second one.

+1

> Which formula does entry 5 have?

C3H9NO